1.
C6H12N2O2 | ωB97M-V with the def2-TZVPD basis set

Calculated values
- ΔE to the lowest compared entry with this formula, charge and spin: 251.4 kJ/mol
- HOMO-LUMO gap: 9.42 eV
- E_HOMO: -8.85 eV
- Net charge: 0
- SMILES: [H]/N=C(/C)[C@H](C)N(C)C(=O)O

CARTESIAN COORDINATES (ANGSTROEM)
H -2.802 0.726 0.269
N -2.502 -0.207 0.543
C -1.284 -0.479 0.326
C -0.789 -1.851 0.657
C -0.368 0.487 -0.532
C -0.359 0.003 -1.975
N 0.598 0.489 0.662
C 0.577 1.640 1.528
C 1.747 0.223 -0.092
O 2.786 0.813 0.171
O 1.816 -1.019 -0.668
H -0.568 -2.408 -0.252
H -1.533 -2.379 1.247
H 0.101 -1.845 1.281
H -0.814 1.486 -0.507
H 0.268 0.677 -2.557
H 0.000 -1.014 -2.074
H -1.373 0.046 -2.370
H 0.374 2.574 1.000
H -0.213 1.496 2.268
H 1.587 1.733 1.927
H 2.750 -1.192 -0.852

---

2.
C6H12N2O2 | ωB97M-V with the def2-TZVPD basis set

Calculated values
- ΔE to the lowest compared entry with this formula, charge and spin: 214.1 kJ/mol
- HOMO-LUMO gap: 9.55 eV
- E_HOMO: -8.75 eV
- Net charge: 0
- SMILES: C[C@]12C[C@H]1N(C(=O)O)C2.N

CARTESIAN COORDINATES (ANGSTROEM)
C -3.095 -0.169 -0.237
C -1.724 0.321 0.114
C -1.405 1.731 0.537
C -0.753 1.165 -0.692
N 0.335 0.281 -0.317
C 1.620 0.638 -0.099
O 2.363 1.118 -0.942
O 1.975 0.464 1.184
C -0.546 -0.592 0.482
H -3.041 -1.028 -0.921
H -3.640 -0.484 0.665
H -3.677 0.626 -0.723
H -2.198 2.454 0.340
H -0.803 1.929 1.429
H -0.834 1.581 -1.696
H 2.347 1.289 1.517
H -0.280 -0.660 1.546
H -0.628 -1.598 0.049
N 3.335 -2.040 -0.504
H 3.290 -2.310 -1.485
H 4.312 -1.866 -0.285
H 3.047 -2.851 0.038

---

3.
C6H12N2O2S | ωB97M-V with the def2-TZVPD basis set

Calculated values
- ΔE to the lowest compared entry with this formula, charge and spin: 339.6 kJ/mol
- HOMO-LUMO gap: 8.03 eV
- E_HOMO: -7.41 eV
- Net charge: 0

CARTESIAN COORDINATES (ANGSTROEM)
C -1.994 1.615 -0.578
C -0.976 1.229 0.079
C 1.584 0.002 -0.699
C -1.942 -0.650 1.062
C 2.565 1.124 0.019
C 0.539 -0.673 0.362
N 0.553 -1.961 0.673
N -0.757 -0.089 0.471
O 2.357 -1.041 -1.261
O 0.965 0.614 -1.744
S 1.980 0.595 1.718
H -2.139 2.694 -0.738
H -2.771 0.937 -0.778
H -0.210 1.948 0.285
H -2.072 -1.677 0.773
H -1.719 -0.646 2.138
H -2.693 0.153 0.801
H 3.530 0.868 -0.249
H 2.303 2.144 -0.121
H 0.053 -2.097 1.597
H 1.531 -2.271 0.596
H 0.497 1.428 -1.611
H 1.935 -1.077 -2.098

---

4.
C6H12N2O2S | ωB97M-V with the def2-TZVPD basis set

Calculated values
- ΔE to the lowest compared entry with this formula, charge and spin: 184.2 kJ/mol
- HOMO-LUMO gap: 10.81 eV
- E_HOMO: -10.32 eV
- Net charge: 0
- SMILES: CNS(=O)(=O)CCCCC#N

CARTESIAN COORDINATES (ANGSTROEM)
C -1.320 3.538 1.652
N -0.958 2.094 1.615
S -0.003 1.719 0.299
O -0.354 2.596 -0.783
O 1.373 1.601 0.830
C -0.647 0.143 -0.117
C 0.105 -0.529 -1.217
C 0.139 -2.139 -1.157
C 1.490 -2.746 -0.537
C 1.474 -4.184 -0.284
N 1.560 -5.335 -0.195
H -2.095 3.681 0.877
H -0.409 4.096 1.346
H -1.725 3.831 2.653
H -0.448 1.748 2.500
H -1.626 0.383 -0.497
H -0.812 -0.627 0.686
H -0.301 -0.238 -2.231
H 1.044 -0.025 -1.212
H -0.746 -2.598 -0.779
H 0.175 -2.235 -2.288
H 2.175 -2.595 -1.403
H 1.908 -2.179 0.242

---

5.
C6H12N2O4S | ωB97M-V with the def2-TZVPD basis set

Calculated values
- ΔE to the lowest compared entry with this formula, charge and spin: 129.9 kJ/mol
- HOMO-LUMO gap: 9.52 eV
- E_HOMO: -9.25 eV
- Net charge: 0
- SMILES: N[C@@H](CO)C(=O)N[C@@H](CS)C(=O)O

CARTESIAN COORDINATES (ANGSTROEM)
N 1.404 3.257 0.773
C 1.529 1.979 0.170
C 2.602 1.228 0.957
O 2.512 1.486 2.349
C 0.220 1.165 0.310
O -0.243 1.006 1.432
N -0.115 0.442 -0.812
C -0.687 -0.901 -0.616
C -1.653 -1.404 -1.664
S -3.401 -0.560 -1.359
C 0.290 -2.075 -0.259
O 1.471 -1.993 -0.068
O -0.400 -3.185 0.000
H 0.903 3.938 0.232
H 0.880 3.126 1.636
H 1.679 2.143 -0.880
H 2.581 0.161 0.809
H 3.585 1.624 0.653
H 1.597 1.153 2.611
H 0.593 0.333 -1.551
H -1.183 -0.846 0.335
H -1.614 -2.493 -1.587
H -1.443 -1.237 -2.725
H -2.859 0.643 -1.104
H 0.140 -3.939 0.500

---

6.
C6H12N2O5 | ωB97M-V with the def2-TZVPD basis set

Calculated values
- ΔE to the lowest compared entry with this formula, charge and spin: 615.3 kJ/mol
- HOMO-LUMO gap: 8.46 eV
- E_HOMO: -7.77 eV
- Net charge: 0

CARTESIAN COORDINATES (ANGSTROEM)
C 1.901 0.453 0.101
C -2.538 0.211 -0.405
C 1.394 1.230 -2.021
C 3.254 -1.417 0.658
C -3.847 0.801 1.429
C -0.995 -1.614 -0.042
N 2.150 1.578 0.622
N 1.817 2.622 0.963
O -3.021 1.076 -1.131
O 1.966 0.140 -1.237
O 2.120 -0.641 0.907
O -2.966 -0.103 0.810
O -1.551 -0.614 -0.860
H 1.425 0.996 -2.998
H 2.076 2.204 -1.980
H 0.291 1.313 -1.906
H 3.287 -2.106 -0.296
H 3.479 -2.184 1.366
H 4.242 -0.966 0.465
H -3.913 1.648 0.897
H -3.500 0.951 2.368
H -4.694 0.215 1.682
H -1.330 -2.568 -0.258
H -1.094 -1.546 1.000
H 0.047 -1.680 -0.133

---

7.
C6H12N2OS | ωB97M-V with the def2-TZVPD basis set

Calculated values
- ΔE to the lowest compared entry with this formula, charge and spin: 20.8 kJ/mol
- HOMO-LUMO gap: 9.19 eV
- E_HOMO: -8.43 eV
- Net charge: 0
- SMILES: NC1=N[C@H](CO)CSCC1

CARTESIAN COORDINATES (ANGSTROEM)
N 1.926 1.777 0.230
C 0.801 1.067 0.469
N 1.022 -0.180 0.173
C -0.090 -1.152 0.254
C 0.478 -2.552 0.080
O 1.143 -2.755 -1.158
C -1.200 -0.953 -0.777
S -2.424 0.267 -0.324
C -1.430 1.830 -0.293
C -0.475 1.751 0.901
H 2.721 1.257 -0.097
H 2.033 2.710 0.624
H -0.529 -1.087 1.262
H 1.201 -2.750 0.879
H -0.277 -3.298 0.186
H 1.737 -1.992 -1.369
H -0.768 -0.683 -1.763
H -1.769 -1.915 -0.931
H -0.886 1.921 -1.224
H -2.099 2.722 -0.140
H -0.205 2.760 1.241
H -0.910 1.254 1.776

---

8.
C6H12N2OS | ωB97M-V with the def2-TZVPD basis set

Calculated values
- ΔE to the lowest compared entry with this formula, charge and spin: 31.0 kJ/mol
- HOMO-LUMO gap: 9.17 eV
- E_HOMO: -8.33 eV
- Net charge: 0
- SMILES: NC1=N[C@@H](CO)CSCC1

CARTESIAN COORDINATES (ANGSTROEM)
N -2.789 -0.377 -0.131
C -1.472 -0.559 0.108
N -0.708 0.019 -0.819
C 0.792 -0.003 -0.772
C 1.285 0.600 -2.107
O 2.688 0.486 -2.233
C 1.322 0.929 0.343
S 1.341 0.044 1.990
C -0.440 -0.288 2.366
C -0.987 -1.296 1.315
H -3.007 0.274 -0.892
H -3.451 -0.539 0.589
H 1.232 -1.013 -0.637
H 0.966 1.656 -2.163
H 0.787 0.068 -2.906
H 2.966 0.853 -3.078
H 2.322 1.256 0.102
H 0.755 1.853 0.409
H -1.010 0.660 2.376
H -0.506 -0.749 3.359
H -1.836 -1.838 1.724
H -0.251 -2.037 1.059

---

9.
C6H12N2OS | ωB97M-V with the def2-TZVPD basis set

Calculated values
- ΔE to the lowest compared entry with this formula, charge and spin: 269.5 kJ/mol
- HOMO-LUMO gap (alpha / beta): 4.78 / 6.52 eV
- Multiplicity: 3
- E_HOMO (alpha / beta): -4.17 / -8.99 eV
- Net charge: 0

CARTESIAN COORDINATES (ANGSTROEM)
C 0.782 1.476 0.275
C -0.541 1.416 0.289
C -0.798 -1.080 0.457
C 0.750 -1.114 0.693
C -1.347 0.231 -0.227
C -1.397 0.173 -1.794
N 4.015 -0.312 -0.979
N 2.995 -0.047 0.105
O -1.139 -2.305 -0.347
S 1.589 -0.003 -0.514
H 1.467 2.321 0.432
H 4.709 0.324 -0.934
H -1.181 2.274 0.513
H -0.739 -3.079 -0.006
H -1.377 -0.903 1.396
H 0.947 -0.607 1.716
H 1.215 -2.067 0.684
H -2.364 0.311 0.139
H -0.514 -0.285 -2.342
H -1.585 1.164 -2.266
H -2.151 -0.475 -2.128
H 4.441 -1.136 -0.709

---

10.
C6H12N2OS | ωB97M-V with the def2-TZVPD basis set

Calculated values
- HOMO-LUMO gap (alpha / beta): 10.28 / 5.68 eV
- Multiplicity: 2
- E_HOMO (alpha / beta): -13.79 / -13.79 eV
- Net charge: +1

CARTESIAN COORDINATES (ANGSTROEM)
C 5.042 4.002 0.825
C 3.855 3.240 0.413
N 2.959 2.597 0.064
H 4.859 5.042 0.558
H 5.898 3.689 0.228
H 5.150 3.879 1.903
C 0.408 0.903 2.433
C -0.401 0.129 1.449
N -0.986 -0.477 0.675
H 0.596 0.258 3.291
H -0.246 1.723 2.732
H 1.337 1.217 1.957
C -1.746 -2.711 -2.528
S -3.449 -2.054 -2.286
O -4.350 -3.034 -3.039
C -3.700 -2.429 -0.483
H -1.680 -3.795 -2.431
H -0.977 -2.236 -1.918
H -1.410 -2.519 -3.547
H -3.940 -3.467 -0.255
H -4.465 -1.811 -0.014
H -2.751 -2.145 -0.027

---

11.
C6H12N2S | ωB97M-V with the def2-TZVPD basis set

Calculated values
- ΔE to the lowest compared entry with this formula, charge and spin: 259.1 kJ/mol
- HOMO-LUMO gap: 9.00 eV
- E_HOMO: -8.33 eV
- Net charge: 0

CARTESIAN COORDINATES (ANGSTROEM)
C -1.343 0.934 -3.388
C 0.398 1.110 -0.525
C -0.176 0.642 1.814
C 1.667 -0.641 0.679
C -0.740 -1.047 0.088
C 0.295 0.009 0.493
N -0.361 0.196 -3.117
N 0.522 -0.324 -2.637
S -0.854 2.046 -0.996
H -1.182 1.813 -3.986
H -2.342 0.567 -3.250
H 1.398 1.415 -0.811
H -0.271 -0.126 2.578
H -1.147 1.108 1.664
H 0.516 1.407 2.156
H 1.608 -1.423 1.433
H 2.012 -1.085 -0.253
H 2.395 0.097 1.008
H -1.693 -0.571 -0.132
H -0.882 -1.754 0.902
H -0.405 -1.590 -0.794